No. 1
This record from the Open Molecules 2025 dataset describes a cluster of 2 separate species, C2H5N2O2 in total. The level of theory is ωB97M-V/def2-TZVPD.

Each line ends with the Mulliken charge.
Element x y z (Å)
C1 1.34934 -0.36791 0.04318  -0.829
C2 0.04472 -0.85327 0.65568  -0.516
N1 -1.35188 -0.27987 -0.68812  -0.771
N2 -1.46813 0.94437 -0.65096  1.180
O1 -0.98048 1.70426 0.20394  -0.720
O2 -2.13010 1.48174 -1.58351  -0.808
H1 2.05124 -0.54075 0.87765  0.272
H2 1.55694 -0.74945 -0.96857  0.286
H3 1.19963 0.72498 -0.08631  0.251
H4 -0.33956 -0.19269 1.48373  0.250
H5 0.06827 -1.87142 0.71328  0.406

Cartesian forces, eV/Å:
-1.28 1.46 0.71
-2.47 5.10 -2.66
2.73 -4.88 1.97
-0.38 2.31 -0.66
0.99 0.76 1.62
-0.73 0.11 -0.70
0.68 -0.01 -0.93
0.23 -0.45 0.73
0.43 -0.47 0.18
0.68 -1.21 -0.69
-0.89 -2.73 0.43

As for the total charge: -1. The calculation puts the relative energy (zero: lowest compared OMol25 entry of this formula, charge and spin) at 6.332 eV.


No. 2
This record from the Open Molecules 2025 dataset describes a cluster of 2 separate species, C2H5N2O2 in total. The level of theory is ωB97M-V/def2-TZVPD.

Each line ends with the Mulliken charge.
Element x y z (Å)
N1 -0.99290 -0.23238 -0.41202  -0.366
C1 -1.84015 0.79101 -0.23037  0.051
N2 -2.62081 1.33588 -1.10801  -0.647
H1 -0.97592 -0.62134 -1.35777  0.305
H2 0.01759 -0.21447 -0.26097  0.059
H3 -1.67177 1.26236 0.72054  0.316
H4 -3.38896 1.73925 -0.58060  0.256
O1 1.70106 -1.72467 0.25051  -0.453
C2 2.16992 -0.59148 0.44654  0.359
O2 1.60933 0.39095 0.96372  -0.185
H5 3.30822 -0.48294 0.46615  0.306

Cartesian forces, eV/Å:
1.68 -1.81 -2.45
-0.04 2.37 -0.55
0.02 -2.25 0.74
-0.98 0.08 0.09
-0.83 0.59 1.20
-0.47 -0.04 1.02
0.23 0.98 -0.17
0.83 2.14 -0.49
0.57 -4.80 0.63
-0.36 2.17 0.35
-0.64 0.57 -0.37

The expectation value of S² is 0.76. The calculation puts the relative energy (zero: lowest compared OMol25 entry of this formula, charge and spin) at 0.907 eV. The spin multiplicity is 2.


No. 3
This record from the Open Molecules 2025 dataset describes the ion C2H5N2O2 with charge +1. The level of theory is ωB97M-V/def2-TZVPD.

Each line ends with the Mulliken charge.
Element x y z (Å)
C1 -0.40308 -0.88344 0.14330  -0.009
C2 1.28554 0.67493 -0.15178  -0.169
N1 -1.29875 0.07034 0.26266  0.077
N2 0.85848 -0.60565 0.11671  -0.048
O1 0.42893 1.57799 0.13996  -0.336
O2 -2.41292 0.25596 -0.31338  -0.274
H1 -0.79745 -1.92750 0.25781  0.383
H2 2.20863 0.72750 0.58610  0.326
H3 1.90913 0.87358 -1.18088  0.335
H4 1.35203 -1.47117 -0.10322  0.274
H5 -3.13054 0.70747 0.24272  0.441

Cartesian forces, eV/Å:
-3.48 -0.63 0.11
4.94 2.37 -1.10
1.16 1.22 1.74
-0.60 -4.24 -0.76
-0.50 1.06 0.42
-2.43 -0.63 -1.03
0.67 0.76 -0.47
-0.91 0.82 -0.78
-1.52 -0.92 1.72
0.94 0.69 0.36
1.73 -0.51 -0.23

As for the total charge: +1. The calculation puts the relative energy (zero: lowest compared OMol25 entry of this formula, charge and spin) at 5.567 eV.


No. 4
This record from the Open Molecules 2025 dataset describes a cluster of 3 separate species, C2H5N2O3 in total. The level of theory is ωB97M-V/def2-TZVPD.

Each line ends with the Mulliken charge.
Element x y z (Å)
C1 2.89756 -0.18840 -0.37382  0.589
C2 1.55997 -0.00238 -0.58097  -0.172
N1 0.28745 1.42257 0.23329  -0.257
N2 -3.23472 -0.44728 0.12702  -0.873
O1 4.09967 0.07118 -0.30478  -0.641
O2 -0.93482 1.19296 -0.20565  -0.529
O3 2.12869 -0.95118 0.45896  -0.429
H1 1.13023 -0.65386 -1.28480  0.200
H2 0.32009 0.76543 1.03835  0.221
H3 -2.46569 -1.14598 -0.00657  0.244
H4 -2.63068 0.33649 -0.25965  0.430
H5 -3.15775 -0.39955 1.15861  0.218

Cartesian forces, eV/Å:
3.99 0.34 2.52
-2.12 1.25 0.03
-1.55 -1.83 -0.62
2.11 -0.38 -0.15
-2.24 -0.55 -0.97
1.69 0.94 -0.05
0.81 -0.13 0.38
-1.09 -0.17 -1.45
0.77 0.35 0.07
-1.02 0.05 -0.16
-1.12 -0.52 1.09
-0.22 0.64 -0.68

As for the total charge: -1. The calculation puts the relative energy (zero: lowest compared OMol25 entry of this formula, charge and spin) at 7.801 eV.


No. 5
This record from the Open Molecules 2025 dataset describes a cluster of 2 separate species, C2H5N2O3 in total. The level of theory is ωB97M-V/def2-TZVPD.

Each line ends with the Mulliken charge.
Element x y z (Å)
N1 -0.42562 -2.00414 0.74061  -0.351
C1 -0.72706 -1.25363 -0.44062  0.448
N2 0.34400 -0.47528 -0.84070  -0.487
O1 -1.82886 -1.31320 -0.95423  -0.619
H1 -0.60300 -2.97811 0.84611  0.159
H2 0.21320 -1.56131 1.41725  0.209
H3 0.23973 -0.19489 -1.83121  0.196
H4 0.89054 0.36438 -0.30768  0.385
O2 1.46694 1.55333 0.20350  -0.726
C2 0.46595 2.36222 0.35048  0.195
O3 0.50545 3.47136 0.88490  -0.612
H5 -0.54127 2.02928 -0.06841  0.202

Cartesian forces, eV/Å:
0.40 1.56 0.73
1.18 0.44 1.15
-0.43 -0.17 -1.50
0.17 -0.64 -0.65
-0.45 -0.11 -0.14
-0.31 -0.72 -1.01
-0.39 0.02 1.04
-0.20 -0.61 0.16
-1.25 0.43 0.07
0.72 0.01 0.00
-0.19 -0.14 -0.10
0.74 -0.07 0.23

As for the total charge: -1. The calculation puts the relative energy (zero: lowest compared OMol25 entry of this formula, charge and spin) at 1.319 eV.


No. 6
This record from the Open Molecules 2025 dataset describes a cluster of 2 separate species, C2H5N2OP in total. The level of theory is ωB97M-V/def2-TZVPD.

Each line ends with the Mulliken charge.
Element x y z (Å)
C1 1.25117 -1.48252 1.12126  0.407
C2 -1.19217 1.72536 -0.41696  -0.304
N1 -0.31544 0.85004 -0.20753  -0.482
N2 0.89459 -1.65673 -0.07799  -0.289
O1 1.94567 -2.24104 1.97071  -0.382
P1 1.41722 -0.53833 2.45521  -0.277
H1 -1.76153 1.50911 -1.38574  0.204
H2 -1.53730 2.49293 0.26174  0.273
H3 0.26794 0.92185 0.53879  0.144
H4 0.84248 -2.61211 -0.49487  0.286
H5 0.17958 -0.89631 -0.44420  0.420

Cartesian forces, eV/Å:
1.88 -2.13 1.62
-1.12 -1.63 -1.71
-1.49 -0.39 -3.19
-2.94 -0.53 -3.72
-0.24 -2.30 -2.55
-0.64 5.02 3.54
0.34 0.91 1.42
0.33 0.48 0.07
1.75 0.78 3.47
0.38 1.15 0.57
1.74 -1.36 0.48

The expectation value of S² is 2.01. The calculation puts the relative energy (zero: lowest compared OMol25 entry of this formula, charge and spin) at 0.286 eV. The spin multiplicity is 3.


No. 7
This record from the Open Molecules 2025 dataset describes the ion C2H5N2S with charge +1. The level of theory is ωB97M-V/def2-TZVPD.

Each line ends with the Mulliken charge.
Element x y z (Å)
C1 0.20182 -0.28303 0.14428  0.482
C2 -0.41420 -0.92493 -1.09930  -0.491
N1 1.07868 -0.90567 0.73769  -0.502
N2 -0.14312 1.05469 0.45852  -0.254
S1 -1.56596 -0.69341 -2.26296  0.078
H1 0.08474 -1.89197 -1.24770  0.360
H2 1.65703 -0.46911 1.51590  0.256
H3 0.67976 1.53128 0.72235  0.366
H4 -0.83350 1.10200 1.26884  0.384
H5 -0.74524 1.48015 -0.23762  0.322

Cartesian forces, eV/Å:
-1.78 -2.58 -4.32
1.46 0.36 2.29
2.86 -0.65 2.59
-3.86 0.99 1.79
-0.34 0.53 0.04
-0.10 0.15 0.06
-1.22 -0.57 -1.22
1.11 1.43 0.10
1.24 -0.34 -0.46
0.63 0.67 -0.88

As for the total charge: +1. The expectation value of S² is 2.02. The calculation puts the relative energy (zero: lowest compared OMol25 entry of this formula, charge and spin) at 0.750 eV. The spin multiplicity is 3.


No. 8
This record from the Open Molecules 2025 dataset describes the ion C2H5N2S2 with charge +1. The level of theory is ωB97M-V/def2-TZVPD.

Each line ends with the Mulliken charge.
Element x y z (Å)
C1 0.98975 -0.07110 0.02237  0.061
C2 -1.13327 -1.00083 -0.46055  -0.454
N1 1.36688 -1.29445 -0.48850  -0.123
N2 -0.38166 -0.10795 0.26658  -0.297
S1 0.29503 -2.30438 -0.81846  0.389
S2 1.36037 1.42558 -1.12120  -0.140
H1 1.62500 0.03004 0.93874  0.322
H2 -1.74431 -1.69759 0.15742  0.354
H3 -1.73192 -0.69249 -1.37673  0.350
H4 -0.83153 0.90442 0.26860  0.331
H5 1.94481 0.60954 -2.12144  0.206

Cartesian forces, eV/Å:
0.89 1.72 0.32
-1.49 -3.32 -0.91
2.19 -0.92 -0.67
-2.42 4.19 1.72
-1.43 1.19 -0.58
1.24 -2.07 -0.95
-0.44 0.30 -0.54
-0.20 0.88 -0.25
1.05 -0.30 0.77
1.21 -2.85 0.05
-0.60 1.16 1.02

As for the total charge: +1. The calculation puts the relative energy (zero: lowest compared OMol25 entry of this formula, charge and spin) at 3.423 eV.


No. 9
This record from the Open Molecules 2025 dataset describes a cluster of 2 separate species, C2H5N3 in total. The level of theory is ωB97M-V/def2-TZVPD.

Each line ends with the Mulliken charge.
Element x y z (Å)
C1 1.08881 -1.48642 -0.28616  -0.165
C2 -0.13768 0.47968 -0.47202  0.030
N1 1.99508 -2.11625 0.06697  -0.484
N2 -1.45396 0.15556 -0.41586  -0.544
N3 0.36457 1.16104 0.60417  -0.488
H1 0.44940 0.28463 -1.32879  0.571
H2 -1.72214 -0.52950 -1.01087  0.282
H3 -1.68527 -0.07118 0.62663  0.258
H4 -0.29107 1.07871 1.41745  0.211
H5 1.39226 1.04374 0.79848  0.329

Cartesian forces, eV/Å:
-0.36 0.12 0.05
0.21 -0.66 2.21
0.20 -0.10 0.09
1.48 2.21 4.85
-0.27 -0.76 -0.14
0.10 0.72 -0.86
-1.07 -2.46 -2.22
-0.03 0.42 -2.85
1.49 0.35 -0.81
-1.75 0.17 -0.32

The calculation puts the relative energy (zero: lowest compared OMol25 entry of this formula, charge and spin) at 2.089 eV.


No. 10
This record from the Open Molecules 2025 dataset describes a cluster of 2 separate species, C2H5N3 in total. The level of theory is ωB97M-V/def2-TZVPD.

Each line ends with the Mulliken charge.
Element x y z (Å)
H1 2.96627 0.38956 -1.03685  0.198
N1 2.69078 0.25834 -0.03606  -0.239
N2 1.91259 -0.62301 0.23572  -0.158
H2 1.54678 -1.23371 -0.53088  0.193
C1 -2.26803 -0.42681 0.19830  -0.919
C2 -1.25800 0.38195 0.16729  0.595
N3 -0.28869 1.07627 -0.05932  -0.449
H3 -2.15753 -1.43685 0.54700  0.246
H4 -3.23881 -0.09516 -0.11334  0.249
H5 0.09462 1.70941 0.62812  0.284

Cartesian forces, eV/Å:
-0.44 -0.51 0.10
1.25 1.33 -0.40
-1.00 -1.47 0.61
0.42 0.56 -0.26
-0.56 -0.50 0.16
0.59 0.51 -0.21
0.01 0.11 -0.38
0.10 -0.16 0.11
-0.24 0.16 -0.05
-0.12 -0.03 0.31

The calculation puts the relative energy (zero: lowest compared OMol25 entry of this formula, charge and spin) at 3.056 eV. The SMILES is [H]/N=N\[H].C=C=N.